Computed, not measured: a molecular structure, C43H50Cl8N2O5ReS5Si4Te at a distorted geometry, with ωB97M-V/def2-TZVPD.

Each line ends with the Mulliken spin population.
Cartesian coordinates (Å):
Re 1.657 -0.144 -0.320  0.874
Cl -0.921 -2.255 0.724  -0.001
C 0.431 -2.131 1.796  -0.044
C 1.331 -1.059 1.649  0.053
C 2.285 -0.995 2.674  -0.064
Cl 3.473 0.262 2.669  0.010
C 2.371 -1.903 3.731  0.005
Cl 3.548 -1.710 4.987  0.000
C 1.483 -2.966 3.797  -0.011
Cl 1.554 -4.091 5.108  -0.001
C 0.503 -3.074 2.820  0.007
Cl -0.642 -4.370 2.926  0.000
Cl -11.392 -0.331 -0.435  0.000
C -9.729 -0.182 -0.930  0.000
C -9.430 0.304 -2.190  0.000
C -8.103 0.395 -2.571  0.000
C -7.065 0.029 -1.721  0.000
C -5.635 0.060 -2.229  -0.003
C -5.395 -1.283 -2.914  -0.001
N -4.050 -1.454 -3.412  -0.002
C -3.699 -1.527 -4.738  0.002
C -2.343 -1.679 -4.753  -0.001
N -1.849 -1.692 -3.474  0.002
C -2.890 -1.545 -2.696  0.006
O -5.424 1.078 -3.189  0.000
C -4.494 2.095 -2.805  0.007
C -5.009 3.077 -1.779  -0.001
C -4.280 3.624 -0.773  0.002
Cl -2.630 3.377 -0.419  -0.002
S -5.200 4.695 0.213  0.000
C -6.597 4.431 -0.741  0.000
C -6.351 3.564 -1.758  0.000
C -7.408 -0.466 -0.467  0.000
Cl -6.174 -0.996 0.622  0.000
C -8.731 -0.569 -0.058  0.000
H -10.226 0.602 -2.859  0.000
H -7.845 0.775 -3.552  0.000
H -4.932 0.175 -1.399  0.002
H -6.071 -1.342 -3.768  0.000
H -5.647 -2.081 -2.211  0.000
H -4.431 -1.459 -5.524  0.000
H -1.688 -1.776 -5.603  0.000
H -2.866 -1.479 -1.617  -0.002
H -4.274 2.624 -3.732  0.000
H -3.564 1.635 -2.460  -0.004
H -7.523 4.924 -0.493  0.000
H -7.088 3.267 -2.483  0.000
H -8.970 -0.956 0.921  0.000
O -3.112 -0.013 1.231  0.006
S -2.058 0.932 1.692  0.011
C -2.979 2.174 2.675  0.002
C -2.350 3.344 3.080  0.000
C -3.078 4.310 3.758  0.000
C -4.429 4.111 4.020  -0.001
C -5.053 2.947 3.595  0.000
C -4.327 1.978 2.911  -0.001
C -1.316 0.197 3.169  -0.004
C -0.143 0.736 3.678  -0.005
C 0.439 0.152 4.793  0.000
C -0.142 -0.969 5.374  -0.001
C -1.303 -1.512 4.839  0.001
C -1.897 -0.926 3.730  -0.003
H -1.299 3.501 2.857  -0.005
H -2.593 5.225 4.072  0.000
H -4.999 4.873 4.538  0.000
H -6.110 2.795 3.779  0.000
H -4.789 1.071 2.549  0.000
H 0.334 1.573 3.177  0.008
H 1.364 0.554 5.189  0.000
H 0.325 -1.436 6.233  0.000
H -1.734 -2.406 5.273  0.000
H -2.787 -1.339 3.269  0.000
O 3.648 -2.849 -2.169  -0.003
S 3.018 -1.859 -1.328  -0.010
O 1.607 -2.191 -0.955  0.031
O 3.749 -1.543 -0.081  0.003
S 2.889 -0.044 -2.252  0.000
C 2.474 5.684 -1.397  0.003
Si 2.945 5.677 0.429  -0.001
C 4.240 7.058 0.616  -0.001
C 1.404 6.206 1.392  -0.001
Si 3.640 3.573 1.218  -0.008
Te 1.644 2.311 0.372  -0.046
Si 4.135 3.905 3.504  -0.003
C 2.577 4.101 4.560  -0.001
C 5.146 5.503 3.729  -0.001
C 5.211 2.599 4.356  0.000
Si 5.647 2.971 0.179  0.005
C 7.140 4.064 0.617  -0.001
C 6.145 1.198 0.573  -0.006
C 5.419 3.061 -1.690  0.004
H 1.981 6.618 -1.682  0.000
H 1.787 4.854 -1.579  -0.001
H 3.345 5.538 -2.040  0.000
H 3.883 7.993 0.174  0.000
H 5.171 6.779 0.113  0.000
H 4.479 7.244 1.665  0.000
H 0.928 7.091 0.960  0.000
H 1.634 6.410 2.441  0.000
H 0.693 5.375 1.356  -0.001
H 2.048 5.024 4.305  0.000
H 2.802 4.116 5.629  0.000
H 1.890 3.272 4.363  0.001
H 4.508 6.387 3.651  0.000
H 5.914 5.584 2.954  0.000
H 5.640 5.522 4.704  0.000
H 4.680 1.658 4.497  0.000
H 5.545 2.953 5.335  0.000
H 6.098 2.382 3.753  0.000
H 7.429 3.932 1.665  0.000
H 6.912 5.124 0.470  0.000
H 8.001 3.809 -0.007  0.000
H 6.235 1.025 1.649  0.000
H 7.095 0.937 0.099  0.000
H 5.382 0.506 0.201  0.001
H 5.240 4.085 -2.032  0.000
H 4.546 2.463 -1.967  -0.004
H 6.284 2.660 -2.226  0.000
S -0.329 0.622 -0.898  0.195

Forces on the atoms, in the same order (eV/Å):
-3.95 0.57 2.05
0.12 -0.25 -0.03
-0.13 0.15 0.02
0.84 -0.48 0.05
0.07 -0.35 -0.11
0.05 0.06 -0.12
0.07 -0.13 -0.20
-0.01 0.01 0.02
0.21 0.00 -0.17
-0.02 -0.01 0.00
-0.01 -0.02 -0.02
0.02 0.04 -0.01
-0.04 0.02 0.02
0.06 0.00 -0.01
-0.06 0.01 -0.04
0.07 0.14 -0.04
0.02 0.10 -0.02
0.15 0.02 0.03
0.16 -0.11 0.06
-0.05 0.16 0.06
0.07 -0.03 -0.10
0.01 -0.01 0.08
-0.09 0.02 -0.05
0.01 -0.05 -0.04
-0.24 0.28 0.18
0.17 0.01 -0.02
-0.32 -0.42 -0.26
0.04 0.20 0.34
0.16 -0.07 -0.23
0.08 -0.04 -0.04
0.00 -0.02 -0.01
0.02 0.05 0.06
0.01 0.00 -0.01
0.11 0.02 0.06
-0.03 -0.02 0.02
0.01 -0.01 -0.01
-0.01 0.02 0.01
-0.04 0.02 0.08
-0.03 -0.07 0.02
0.02 -0.06 -0.04
-0.03 0.00 0.01
-0.01 0.00 -0.03
0.02 0.00 0.03
0.04 -0.01 -0.06
0.03 0.03 0.04
0.01 -0.02 -0.04
-0.15 -0.10 -0.08
0.02 0.01 0.00
-0.23 0.02 -0.17
-0.36 0.21 0.96
0.13 0.07 -0.24
0.05 -0.05 0.00
0.03 0.01 0.02
-0.07 -0.01 -0.02
0.06 -0.01 -0.02
0.00 -0.02 0.03
0.06 0.02 -0.02
-0.17 0.09 0.03
-0.27 0.12 0.15
-0.20 0.19 0.08
-0.09 0.18 0.09
-0.15 0.04 0.02
0.01 0.00 -0.03
0.01 -0.01 0.00
0.02 0.00 0.01
0.00 0.00 0.01
-0.05 -0.08 -0.06
0.05 -0.02 -0.04
0.03 -0.01 -0.02
0.04 -0.02 -0.03
0.00 -0.01 -0.01
0.04 -0.03 0.01
0.00 -0.16 0.30
1.98 -2.16 -2.10
0.07 -0.07 -0.38
-0.54 0.41 0.14
0.77 -0.03 -0.71
-0.01 -0.27 0.03
0.13 0.38 -0.05
0.01 -0.10 0.10
0.03 -0.19 0.01
0.21 -0.02 0.05
0.11 2.86 0.93
0.08 0.07 0.39
-0.10 -0.08 -0.20
-0.10 0.02 -0.21
0.00 -0.11 -0.25
0.30 -0.23 -0.32
-0.19 0.15 0.16
-0.25 0.00 0.08
-0.18 0.11 0.02
0.04 0.05 0.07
0.01 0.04 -0.07
-0.01 0.02 0.02
-0.02 -0.02 -0.01
-0.03 0.03 -0.02
0.00 0.03 -0.07
0.03 0.01 -0.02
0.00 0.00 -0.02
-0.05 0.07 0.04
0.01 -0.02 0.01
0.05 0.00 -0.01
0.02 0.01 0.04
0.03 -0.02 0.02
0.01 0.02 0.06
-0.03 -0.04 0.02
0.01 -0.01 0.04
-0.03 0.09 -0.01
0.00 0.00 0.05
0.01 0.00 -0.03
0.05 -0.03 -0.01
-0.02 -0.05 -0.02
0.04 0.00 -0.02
0.02 0.07 -0.02
0.04 0.00 0.02
0.04 -0.02 0.01
0.04 0.00 -0.01
0.04 0.00 0.05
1.00 -1.17 -0.32

Computed properties:
**Spin multiplicity**: 2
**Energy relative to the best compared isomer or geometry (same formula, charge and spin)**: 10.5 kcal per mole
**E**: -9331.200821 Eh
**LUMO (spin up / spin down)**: 3.002 / 3.002 eV
**Max |F|**: 4.49 eV/A
**Molecular weight**: 1544.992 g mol⁻¹
**Net charge**: -2
**HOMO-LUMO gap (spin up / spin down)**: 4.401 / 4.115 eV